(1)
Density functional theory data (ωB97M-V/def2-TZVPD) for C2H6N2O in the gas phase at a distorted geometry.

Atoms and positions in Å:
C (-0.6483, -0.4201, 0.2655)
C (0.5981, 0.2656, 0.0222)
H (-1.6959, 1.1946, -0.2730)
H (-2.1859, -0.0436, -1.1595)
H (-0.4531, -1.5166, 0.1521)
H (-0.8130, -0.3273, 1.3787)
H (2.4618, 0.4892, -0.1852)
H (2.3128, -0.9740, 0.2989)
N (-1.8957, 0.1554, -0.2309)
N (1.8172, -0.3010, -0.3650)
O (0.5022, 1.4780, 0.0962)

## Properties
Energy relative to the best compared isomer or geometry (same formula, charge and spin): 137.6 kJ/mol
DFT total energy: -7198.36120 eV
LUMO energy: 0.771 eV
Orbital gap: 10.443 eV
HOMO: -9.67 eV
Multiplicity: 1

=====

(2)
Density functional theory data (ωB97M-V/def2-TZVPD) for a molecular structure, C28H23N5O2RuS at a distorted geometry.

Atoms and positions in Å:
Ru (1.5527, 0.6453, 0.0616)
O (1.4008, 0.7704, 2.0318)
C (0.5105, 1.5574, 2.5717)
C (-0.0643, 1.1716, 3.8056)
C (-1.0666, 1.9039, 4.3879)
C (-1.4882, 3.1150, 3.8183)
C (-0.8916, 3.5572, 2.6692)
C (0.0834, 2.7940, 1.9942)
C (0.5218, 3.2683, 0.7166)
N (1.1618, 2.5773, -0.1694)
C (1.4014, 3.0696, -1.5224)
C (1.0959, 1.9183, -2.4931)
N (1.6776, 0.7099, -1.9144)
C (2.1696, -0.2378, -2.6292)
C (2.9852, -1.2701, -2.0667)
C (3.1254, -2.5165, -2.7007)
C (4.0461, -3.4353, -2.2689)
C (4.9356, -3.0777, -1.2434)
C (4.8349, -1.8654, -0.6099)
C (3.7984, -0.9477, -0.9254)
O (3.6557, 0.1276, -0.2130)
H (0.2982, 0.2502, 4.2422)
H (-1.5314, 1.5485, 5.2984)
H (-2.2720, 3.6936, 4.2864)
H (-1.1994, 4.5006, 2.2320)
H (0.2289, 4.2864, 0.4610)
H (0.7865, 3.9429, -1.7482)
H (2.4565, 3.3387, -1.6096)
H (0.0135, 1.7858, -2.5772)
H (1.5105, 2.1338, -3.4779)
H (2.0427, -0.2258, -3.7127)
H (2.4717, -2.7528, -3.5334)
H (4.1089, -4.4101, -2.7321)
H (5.7216, -3.7662, -0.9599)
H (5.5078, -1.5872, 0.1912)
N (-2.6258, -1.1627, -0.4331)
C (-3.7272, -0.3045, -0.5104)
C (-5.0151, -0.8233, -0.5729)
C (-6.1101, 0.0222, -0.5950)
C (-5.9346, 1.3969, -0.5424)
C (-4.6541, 1.9231, -0.4989)
C (-3.5579, 1.0763, -0.5023)
S (-1.9318, 1.7419, -0.5290)
N (-0.9222, 0.4396, -0.3450)
C (-1.3230, -0.7957, -0.2564)
C (-0.3535, -1.8195, 0.0909)
C (-0.6949, -3.1557, 0.3306)
C (0.2198, -4.0135, 0.9008)
C (1.4809, -3.5337, 1.2228)
C (1.7793, -2.2288, 0.8864)
N (0.9077, -1.4098, 0.2955)
H (-2.8310, -2.1436, -0.3826)
H (-5.1529, -1.8986, -0.5978)
H (-7.1081, -0.3904, -0.6453)
H (-6.7923, 2.0545, -0.5401)
H (-4.4949, 2.9937, -0.4612)
H (-1.6787, -3.5323, 0.0899)
H (-0.0477, -5.0368, 1.1254)
H (2.2202, -4.1514, 1.7104)
H (2.7579, -1.8213, 1.0991)

## Properties
Energy relative to the best compared isomer or geometry (same formula, charge and spin): 167.5 kJ/mol
⟨S²⟩: 0.758
DFT total energy: -54366.87320 eV
LUMO energy (spin up / spin down): -3.585 / -3.907 eV
Orbital gap (spin up / spin down): 6.794 / 6.471 eV
HOMO (spin up / spin down): -10.38 / -10.38 eV
Net charge: +1
Multiplicity: 2

=====

(3)
Density functional theory data (ωB97M-V/def2-TZVPD) for 2 unconnected molecules or ions with the total composition C14H16O2 at a distorted geometry.

Atoms and positions in Å:
C (1.0701, 0.7721, 3.2047)
C (-0.5402, -1.8163, 0.8045)
C (-0.3025, -0.9051, 1.8463)
C (0.6126, -2.1513, 0.0238)
C (0.9238, -0.3362, 2.1955)
C (1.8383, -1.6303, 0.3731)
C (2.0089, -0.7517, 1.4191)
O (0.3221, -3.2123, -0.7791)
H (-1.4997, -2.3274, 0.6756)
H (-1.1761, -0.5234, 2.4008)
H (0.9624, -3.3862, -1.4788)
H (2.6999, -2.1932, -0.0579)
H (0.1332, 1.0368, 3.6873)
H (1.3221, 1.7625, 2.7978)
H (3.0242, -0.4888, 1.6696)
H (1.7963, 0.5479, 4.0044)
C (-2.3058, -0.4544, -2.6837)
C (0.5229, 1.6443, -1.7563)
C (0.3032, 1.8489, -0.3606)
C (-0.3965, 0.9965, -2.5338)
C (-1.5460, 0.5109, -1.8590)
C (-0.8713, 1.4455, 0.2370)
C (-1.8998, 0.8830, -0.5808)
O (1.1936, 2.6836, 0.2725)
H (1.4098, 2.0605, -2.1686)
H (-0.1478, 0.9397, -3.5866)
H (-1.1029, 1.8160, 1.2161)
H (1.9996, 2.7413, -0.2646)
H (-2.8884, -1.1427, -2.0630)
H (-1.7102, -1.1306, -3.2569)
H (-2.8022, 0.5952, -0.0600)
H (-2.9537, 0.1652, -3.3383)

## Properties
Energy relative to the best compared isomer or geometry (same formula, charge and spin): 131.9 kJ/mol
DFT total energy: -18871.26736 eV
LUMO energy: 0.735 eV
Orbital gap: 8.648 eV
HOMO: -7.91 eV
Multiplicity: 1

=====

(4)
Density functional theory data (ωB97M-V/def2-TZVPD) for a molecular structure, C51H28IN6O7Ta.

Atoms and positions in Å:
Ta (0.0691, 0.1926, -0.3110)
I (-0.9378, -2.8289, 1.2196)
C (-0.5743, -3.7542, -0.6046)
C (-0.7839, -5.1052, -0.6563)
C (-0.5901, -5.8168, -1.8533)
C (-0.2056, -5.1396, -2.9694)
C (0.0035, -3.7391, -2.9416)
C (0.3757, -3.0911, -4.1416)
C (0.5657, -1.7458, -4.1582)
C (0.3959, -1.0174, -2.9664)
C (0.0594, -1.5600, -1.7398)
C (-0.1593, -2.9855, -1.7373)
H (-1.1033, -5.6295, 0.2342)
H (-0.7526, -6.8873, -1.8758)
H (-0.0553, -5.6583, -3.9097)
H (0.5057, -3.6897, -5.0363)
H (0.8707, -1.2292, -5.0594)
H (0.5651, 0.0528, -3.0487)
C (1.9444, 4.0396, -1.5687)
C (1.1258, 4.6072, -2.5405)
C (-0.0335, 3.9571, -2.8997)
C (-0.3856, 2.7321, -2.3124)
C (0.4292, 2.1273, -1.3488)
C (1.5900, 2.8376, -0.9947)
C (-1.6368, 2.0530, -2.7088)
C (-2.6496, 2.7221, -3.4530)
C (-3.7703, 2.0503, -3.8132)
C (-3.9290, 0.6995, -3.4331)
C (-5.0757, -0.0523, -3.7743)
C (-5.2048, -1.3446, -3.3550)
C (-4.1927, -1.9276, -2.5668)
C (-3.0753, -1.2212, -2.2229)
C (-2.9029, 0.1132, -2.6595)
N (-1.7702, 0.8049, -2.3218)
H (2.8587, 4.5332, -1.2624)
H (1.3947, 5.5454, -3.0101)
H (-0.6587, 4.3983, -3.6638)
H (2.2538, 2.4347, -0.2387)
H (-2.5358, 3.7640, -3.7075)
H (-4.5572, 2.5392, -4.3773)
H (-5.8529, 0.4234, -4.3627)
H (-6.0905, -1.9166, -3.6019)
H (-4.3136, -2.9400, -2.2033)
H (-2.3202, -1.6555, -1.5887)
O (2.6543, -1.1449, 2.6668)
C (1.9322, -0.3040, 2.1790)
O (1.2348, -0.5105, 1.0866)
C (1.7100, 1.0242, 2.8318)
C (2.3720, 1.2656, 4.0133)
C (2.1897, 2.4604, 4.6995)
C (1.3366, 3.4380, 4.2054)
C (0.6994, 3.2172, 3.0136)
C (0.8260, 1.9995, 2.2600)
O (0.1640, 1.8210, 1.2019)
N (-0.1631, 4.2966, 2.5285)
O (-0.2642, 4.4663, 1.3334)
O (-0.7870, 4.9328, 3.3679)
N (2.8813, 2.6952, 5.9452)
O (2.7412, 3.7834, 6.4896)
O (3.6507, 1.8383, 6.3527)
H (3.0291, 0.4981, 4.3968)
H (1.1771, 4.3599, 4.7429)
C (-1.7789, 0.2194, 0.3922)
C (-2.9918, 0.4912, 0.5421)
C (-4.3038, 0.8423, 0.5707)
C (-4.6188, 2.2708, 0.7114)
C (-5.8672, 2.7407, 1.1441)
C (-6.1091, 4.0975, 1.3076)
C (-5.1145, 5.0325, 1.0624)
C (-3.8622, 4.5847, 0.6545)
C (-3.6203, 3.2353, 0.4768)
C (-5.3055, -0.2175, 0.4121)
C (-5.0289, -1.5185, 0.8633)
C (-5.9188, -2.5593, 0.6628)
C (-7.1257, -2.3424, 0.0080)
C (-7.4143, -1.0638, -0.4514)
C (-6.5228, -0.0205, -0.2567)
H (-6.6513, 2.0356, 1.3853)
H (-7.0858, 4.4215, 1.6509)
H (-5.3030, 6.0896, 1.2048)
H (-3.0558, 5.2883, 0.4849)
H (-2.6329, 2.9084, 0.1725)
H (-4.0891, -1.7036, 1.3694)
H (-5.6642, -3.5498, 1.0226)
H (-7.8237, -3.1562, -0.1480)
H (-8.3393, -0.8765, -0.9861)
H (-6.7505, 0.9543, -0.6669)
N (2.3826, 0.0840, -1.2382)
C (3.2250, 0.3012, -2.0014)
C (4.2045, 0.5368, -2.9639)
C (3.9905, 0.0623, -4.2763)
N (3.8068, -0.3250, -5.3504)
C (5.3655, 1.2731, -2.6454)
N (6.3225, 1.8721, -2.3970)

## Properties
Energy relative to the best compared isomer or geometry (same formula, charge and spin): 42.3 kJ/mol
DFT total energy: -86264.12608 eV
LUMO energy: 3.597 eV
Orbital gap: 5.447 eV
HOMO: -1.85 eV
Net charge: -2
Multiplicity: 1

=====

(5)
Density functional theory data (ωB97M-V/def2-TZVPD) for a molecular structure, C43H42CaN2O10P2S6 at a distorted geometry.

Atoms and positions in Å:
Ca (0.6762, 1.2262, -1.6195)
O (-3.3308, -1.2058, -6.3532)
C (-2.6885, -0.4566, -5.3733)
C (-3.1353, -0.2999, -4.1015)
C (-2.3918, 0.4730, -3.2192)
N (-1.1668, 0.8594, -3.5006)
C (-0.6993, 0.6925, -4.7402)
C (-1.4597, 0.1173, -5.7326)
C (0.7435, 1.1860, -4.8987)
O (1.1275, 1.3590, -6.0540)
O (1.3840, 1.3967, -3.7929)
C (-2.7824, 0.7483, -1.7633)
O (-3.8421, 0.2699, -1.3814)
O (-1.9527, 1.4331, -1.1144)
H (-3.8781, -1.8760, -5.9488)
H (-4.0517, -0.7853, -3.7251)
H (-1.1215, 0.0082, -6.7717)
N (0.7618, -1.4417, -1.9611)
C (2.2623, -1.7205, -2.0374)
C (2.9992, -1.7329, -0.7296)
C (3.2439, -0.2964, -0.1797)
O (3.7369, -0.1650, 0.9546)
O (2.9311, 0.6213, -0.9882)
H (0.3016, -2.1345, -1.4075)
H (0.4300, -1.5299, -2.9235)
H (2.7940, -1.0881, -2.6976)
H (2.3511, -2.7002, -2.4923)
H (3.9846, -2.2435, -0.8569)
H (2.5716, -2.3369, 0.0385)
O (0.9676, 3.3430, -0.7386)
P (0.7506, 4.0381, 0.5319)
C (-0.6185, 3.3266, 1.5066)
P (-0.3674, 1.5235, 1.8565)
O (0.2611, 0.9539, 0.6842)
C (0.6935, 1.5421, 3.2039)
C (0.6766, 2.5632, 4.1840)
C (1.5218, 2.4556, 5.2982)
C (2.3227, 1.3547, 5.4436)
C (2.3065, 0.3299, 4.5080)
C (1.4973, 0.4406, 3.3778)
C (-1.9478, 0.9291, 2.5310)
C (-3.0184, 0.9171, 1.6369)
C (-4.2139, 0.3844, 1.9640)
C (-4.4327, -0.0798, 3.2002)
C (-3.4414, -0.0344, 4.1669)
C (-2.1558, 0.4139, 3.8272)
C (0.0807, 5.6601, 0.1528)
C (-0.3010, 5.9098, -1.1436)
C (-0.8564, 7.1624, -1.4480)
C (-1.0975, 8.0761, -0.4369)
C (-0.6813, 7.8249, 0.8815)
C (-0.1569, 6.5993, 1.1888)
C (2.3185, 4.2789, 1.3508)
C (3.2171, 3.2332, 1.3603)
C (4.3850, 3.3516, 2.0833)
C (4.7098, 4.5599, 2.7684)
C (3.9002, 5.7050, 2.5132)
C (2.7460, 5.5427, 1.7710)
H (-1.3301, 3.4471, 0.6962)
H (-0.8916, 4.0252, 2.3102)
H (-0.0145, 3.4016, 4.2217)
H (1.5442, 3.2754, 6.0057)
H (3.0097, 1.3313, 6.2859)
H (2.8861, -0.6006, 4.5499)
H (1.5408, -0.2715, 2.5311)
H (-2.8835, 1.2645, 0.6386)
H (-4.9525, 0.2603, 1.2279)
H (-5.4054, -0.5199, 3.4171)
H (-3.5432, -0.4414, 5.1511)
H (-1.3395, 0.3341, 4.5607)
H (-0.0618, 5.2164, -1.9043)
H (-1.2795, 7.2125, -2.4102)
H (-1.5052, 8.9740, -0.7601)
H (-0.6984, 8.5397, 1.7101)
H (0.0565, 6.3664, 2.1975)
H (3.0097, 2.2461, 1.0026)
H (5.0082, 2.4816, 2.1764)
H (5.6379, 4.5769, 3.3885)
H (4.1987, 6.6475, 2.8893)
H (2.1907, 6.4006, 1.5485)
O (-1.7796, -4.2512, 3.8255)
S (-0.9042, -4.0324, 2.6229)
C (-2.0980, -3.7914, 1.1790)
C (-2.3291, -5.1820, 0.5054)
C (-1.7077, -6.3269, 1.4437)
C (-0.4547, -5.7048, 2.0869)
H (-1.7137, -2.9930, 0.5549)
H (-2.9882, -3.4499, 1.6303)
H (-1.7938, -5.2006, -0.4152)
H (-3.4139, -5.3280, 0.2680)
H (-1.5276, -7.2130, 0.8879)
H (-2.4759, -6.6395, 2.1726)
H (0.4321, -5.6598, 1.4521)
H (-0.0322, -6.1355, 3.0181)
C (-0.3842, -4.7713, -3.8875)
S (0.0347, -5.9538, -5.2219)
C (0.8576, -7.1879, -4.3350)
C (0.2924, -8.0571, -3.4170)
S (-1.4130, -8.2482, -3.0337)
S (1.4744, -9.0607, -2.6176)
C (2.7665, -8.7979, -3.6987)
S (4.1686, -9.7117, -3.5674)
S (2.4349, -7.5368, -4.8297)
H (-0.8395, -3.8790, -4.3754)
H (0.5074, -4.4818, -3.2898)
H (-1.1551, -5.2567, -3.2454)

## Properties
DFT total energy: -170765.33985 eV
LUMO energy: 3.114 eV
Orbital gap: 5.541 eV
HOMO: -2.43 eV
Net charge: -2
Multiplicity: 1